123
Properties=species:S:1:pos:R:3:forces:R:3:mulliken_spin:R:1 method="wB97M-V/def2-TZVPD" charge=+1 homo_ev="-9.70 / -10.92" orbital_gap_ev="5.7480 / 6.9698" total_energy_ev=-82101.2594 lumo_ev="-3.95 / -3.95" spin_multiplicity=3
C -1.987 0.989 3.649 -0.10 0.18 0.14 0.00
C -3.184 0.872 2.700 0.01 -0.23 0.04 0.00
C -2.828 0.381 1.292 -0.11 0.06 -0.01 0.00
I -4.516 0.648 -0.029 -0.02 -0.03 -0.02 0.00
C -1.640 0.964 0.619 0.05 0.05 0.04 0.00
N -0.718 0.249 -0.041 0.01 -0.16 0.26 0.00
C -0.714 -1.197 -0.256 0.00 -0.08 -0.08 0.00
C -1.390 -1.540 -1.577 0.12 0.02 0.10 0.00
O -1.123 -2.906 -1.786 0.02 0.01 0.00 0.00
C 0.251 1.085 -0.561 0.02 -0.09 -0.07 0.00
C 1.451 0.574 -1.273 0.11 -0.03 -0.08 0.00
C 2.621 0.255 -0.319 -0.28 -0.21 0.07 0.00
C 3.499 -0.886 -0.848 0.24 0.08 0.19 0.00
C 3.214 -2.268 -0.225 0.05 -0.04 -0.17 -0.01
C 2.821 -3.340 -1.243 0.04 0.08 0.29 -0.01
C 2.764 -4.757 -0.639 -0.14 -0.08 -0.28 0.00
C 1.413 -5.471 -0.782 0.01 0.03 0.04 0.00
C 0.438 -5.183 0.365 0.02 0.11 -0.04 0.00
C -0.680 -6.225 0.572 0.04 0.24 -0.19 0.00
C -2.101 -5.802 0.155 -0.06 0.02 0.14 0.00
O -2.627 -6.531 -0.936 0.02 -0.13 -0.03 0.00
C -2.074 -6.193 -2.186 -0.05 0.05 0.09 0.00
C -0.105 2.343 -0.220 0.06 0.33 0.08 0.00
C 0.569 3.625 -0.551 -0.18 0.13 0.06 0.00
C 1.010 3.730 -1.995 0.44 0.04 -0.34 0.00
O 2.062 4.123 -2.361 -0.30 -0.11 0.16 0.00
I -0.509 3.164 -3.434 -0.06 0.04 0.01 0.00
N -1.278 2.250 0.523 -0.08 0.06 -0.06 0.00
I -2.286 3.851 1.270 -0.01 -0.06 -0.02 0.00
H -1.054 1.229 3.136 0.03 -0.02 -0.04 0.00
H -2.164 1.789 4.370 -0.03 -0.03 0.02 0.01
H -1.843 0.075 4.221 0.11 -0.07 -0.09 0.00
H -3.751 1.796 2.644 0.10 0.03 -0.03 0.00
H -3.878 0.129 3.095 -0.09 0.07 -0.01 0.00
H -2.688 -0.693 1.321 0.01 -0.03 -0.04 0.00
H -1.202 -1.701 0.574 0.00 0.00 0.02 0.00
H 0.321 -1.536 -0.269 -0.02 0.01 0.00 0.00
H -2.461 -1.329 -1.508 -0.04 0.00 -0.06 0.00
H -0.964 -0.912 -2.369 -0.04 0.01 -0.04 0.00
H -1.519 -3.194 -2.613 -0.05 -0.05 -0.03 0.00
H 1.768 1.305 -2.021 -0.01 -0.10 0.01 0.00
H 1.184 -0.326 -1.831 -0.01 0.05 -0.02 0.00
H 2.210 -0.040 0.652 0.05 0.05 0.04 0.00
H 3.198 1.162 -0.139 0.01 0.05 -0.06 0.00
H 3.405 -0.948 -1.934 0.08 0.01 -0.02 0.01
H 4.540 -0.632 -0.650 0.02 0.00 -0.13 0.00
H 2.442 -2.192 0.550 -0.01 -0.02 0.03 0.00
H 4.118 -2.612 0.283 -0.05 0.00 0.09 0.00
H 1.850 -3.083 -1.681 0.01 0.00 -0.11 0.00
H 3.565 -3.313 -2.042 -0.12 0.02 -0.12 0.02
H 3.518 -5.371 -1.134 0.08 0.02 0.10 0.00
H 3.031 -4.715 0.420 0.08 -0.06 0.01 0.00
H 0.975 -5.173 -1.739 -0.06 -0.09 -0.04 0.00
H 1.575 -6.551 -0.842 0.03 0.00 0.07 0.00
H -0.018 -4.200 0.205 0.04 0.05 0.07 0.00
H 1.030 -5.104 1.280 -0.03 -0.04 0.03 0.00
H -0.708 -6.490 1.629 0.00 -0.13 -0.03 0.00
H -0.441 -7.132 0.013 0.00 -0.10 0.13 0.00
H -2.135 -4.725 -0.054 0.03 0.05 -0.08 0.00
H -2.797 -5.992 0.973 -0.01 -0.02 -0.03 0.00
H -1.019 -5.923 -2.107 0.06 -0.04 -0.02 0.00
H -2.623 -5.355 -2.635 0.01 0.05 -0.02 0.00
H -2.168 -7.056 -2.842 -0.02 0.00 -0.02 0.00
H -0.134 4.455 -0.435 -0.01 0.00 0.10 0.00
H 1.430 3.830 0.086 0.06 -0.04 -0.04 0.00
C 7.610 -1.645 -6.812 0.00 0.09 0.11 0.01
C 6.351 -2.050 -6.006 0.52 -0.06 -0.18 -0.02
C 5.109 -2.192 -6.900 -0.22 0.04 -0.03 0.03
C 4.464 -0.877 -7.326 0.09 0.00 0.03 -0.02
C 4.195 0.005 -6.111 -0.16 -0.11 -0.11 0.03
C 5.456 0.264 -5.287 0.34 0.38 -0.02 0.01
N 6.062 -1.061 -4.915 -0.79 -0.20 -0.24 0.46
O 5.497 -1.589 -3.895 0.16 0.05 0.29 0.48
C 6.421 1.160 -6.076 0.05 -0.07 0.02 0.01
C 5.113 1.001 -3.999 -0.12 0.04 0.08 -0.01
C 6.636 -3.401 -5.362 -0.04 -0.11 0.04 0.00
H 7.953 -0.642 -6.592 -0.01 0.01 0.01 -0.01
H 8.441 -2.305 -6.566 -0.03 -0.06 -0.02 0.00
H 7.438 -1.714 -7.887 -0.03 0.00 0.00 0.00
H 4.363 -2.781 -6.357 0.03 0.03 0.07 0.00
H 5.393 -2.779 -7.775 -0.01 -0.04 -0.01 0.00
H 5.089 -0.355 -8.054 0.04 0.02 0.03 0.00
H 3.522 -1.091 -7.835 0.01 0.01 -0.03 0.00
H 3.778 0.968 -6.414 -0.01 0.02 -0.01 0.00
H 3.449 -0.482 -5.473 0.06 -0.02 0.05 0.01
H 7.361 1.286 -5.538 0.00 0.00 0.01 -0.01
H 5.964 2.143 -6.191 -0.03 0.01 0.04 0.00
H 6.642 0.794 -7.074 -0.02 -0.01 -0.02 0.00
H 4.351 0.478 -3.425 0.03 -0.03 -0.02 0.01
H 4.737 1.993 -4.253 0.01 0.02 -0.02 0.00
H 5.995 1.117 -3.370 0.01 -0.02 0.00 0.00
H 7.436 -3.322 -4.627 0.02 0.02 -0.02 0.00
H 6.954 -4.088 -6.148 0.02 -0.01 -0.02 0.00
H 5.760 -3.818 -4.871 0.00 0.04 0.02 0.01
C -6.089 6.070 4.934 0.10 0.03 0.10 0.02
C -5.550 4.627 5.075 -0.06 0.44 -0.23 0.00
C -6.678 3.584 5.093 -0.09 -0.18 0.08 0.03
C -7.423 3.472 6.420 0.06 0.07 0.00 -0.02
C -6.438 3.274 7.569 -0.13 -0.16 -0.12 0.03
C -5.384 4.380 7.637 0.01 0.39 0.31 0.01
N -4.706 4.469 6.301 0.08 -1.17 -0.11 0.44
O -3.776 3.581 6.155 -0.16 0.59 0.09 0.51
C -6.039 5.703 8.054 0.04 0.04 -0.08 0.02
C -4.323 4.049 8.677 0.06 -0.14 0.07 -0.01
C -4.655 4.345 3.877 0.10 -0.07 -0.28 -0.04
H -5.946 6.663 5.828 0.00 0.00 0.02 -0.01
H -5.561 6.597 4.139 -0.02 -0.04 -0.05 0.00
H -7.151 6.079 4.690 -0.01 -0.02 0.01 0.00
H -6.247 2.604 4.861 0.08 0.03 0.04 0.00
H -7.370 3.821 4.282 0.00 -0.01 -0.03 0.00
H -8.050 4.351 6.588 0.04 0.03 0.01 0.00
H -8.103 2.620 6.374 -0.03 0.02 0.00 0.00
H -6.961 3.239 8.527 -0.01 0.01 0.01 0.00
H -5.934 2.311 7.446 0.07 0.04 -0.01 0.01
H -5.317 6.520 8.024 0.01 0.00 0.01 -0.01
H -6.390 5.602 9.081 0.03 -0.03 0.03 0.00
H -6.900 5.979 7.452 -0.02 -0.03 -0.01 0.00
H -3.876 3.073 8.507 -0.01 0.04 -0.03 0.00
H -4.789 4.049 9.662 -0.02 0.02 0.02 0.00
H -3.528 4.795 8.673 0.00 0.01 -0.01 0.00
H -3.772 4.990 3.902 -0.02 0.01 0.04 0.00
H -5.213 4.545 2.958 -0.09 0.04 0.04 0.00
H -4.322 3.310 3.862 0.00 0.08 0.06 0.03